[1]
DFT (wB97M-V/def2-TZVPD) results for 2 unconnected molecules or ions with the total composition C4H4N3O3.

Geometry as XYZ:
```
14
C4H4N3O3, DFT wB97M-V/def2-TZVPD
C 1.01622 1.40567 -0.46141
C 2.87439 -0.15840 -0.21164
C -0.73242 -1.19869 0.00634
C -2.59661 0.31945 0.28145
N 1.57415 0.36257 -0.54228
N 0.10131 -2.07972 0.21629
N -1.73318 -0.61373 -0.27316
O 0.23531 2.26120 -0.27588
O 2.92343 -1.37481 -0.01853
O 3.74393 0.67626 -0.05508
H -2.13603 1.29724 0.85436
H -3.01553 0.91930 -0.52536
H -3.41537 -0.06371 0.82550
H 1.16044 -1.75264 0.17940
```

Output
Energy in a.u.: -544.6848
Kohn-Sham gap (alpha / beta) in eV: 4.62 / 5.68
Expectation value of S²: 2.018
Multiplicity: 3
Energy above the lowest of the compared OMol25 structures with the same formula, charge and spin in eV: 0.276
Charge: -1

Here are the Mulliken charges for atoms 1 to 4, given in e: C 0.259; C 0.650; C -0.831; C -0.866

[2]
DFT (wB97M-V/def2-TZVPD) results for 2 unconnected molecules or ions with the total composition C10H16.

Geometry as XYZ:
```
26
C10H16, DFT wB97M-V/def2-TZVPD
C 0.91187 1.94548 2.50918
C -2.50623 0.50644 1.67342
C -1.52431 1.21193 2.39138
C -2.27278 -0.36530 0.64403
C -0.16214 1.06259 1.92063
C -0.88890 -0.57884 0.25989
C 0.12024 0.15791 0.92127
H -3.51103 0.57118 2.10008
H -1.73091 1.88209 3.21831
H -3.10381 -0.95350 0.28233
H -0.67135 -1.01831 -0.70141
H 1.89652 1.74767 2.08132
H 0.93650 1.81240 3.59018
H 1.18514 -0.07671 0.90026
H 0.65648 2.98722 2.29482
C 1.91834 -1.07624 -3.36680
C 0.60216 -1.81946 -3.42063
C 2.32161 -0.65226 -1.94414
H 2.74872 -1.66522 -3.78638
H 1.91323 -0.25257 -4.08191
H -0.09562 -1.32140 -2.74927
H 3.10168 -1.31825 -1.62935
H 2.70438 0.36679 -1.82929
H 1.52861 -0.75750 -1.20961
H 0.16226 -1.77383 -4.40573
H 0.75406 -2.85264 -3.11012
```

Output
Energy in a.u.: -390.5619
Kohn-Sham gap (alpha / beta) in eV: 2.83 / 6.73
Expectation value of S²: 0.761
Multiplicity: 2
Energy above the lowest of the compared OMol25 structures with the same formula, charge and spin in eV: 0.581
Charge: -1

Here are the Mulliken charges for atoms 1 to 4, given in e: C -1.336; C -0.255; C -0.952; C -0.622

[3]
DFT (wB97M-V/def2-TZVPD) results for a molecular structure, C4H6O2.

Geometry as XYZ:
```
12
C4H6O2, DFT wB97M-V/def2-TZVPD
O 1.95864 -0.13061 0.93402
C 1.23069 -0.96570 0.24742
C 0.09379 -0.38883 -0.53908
C -1.24744 -0.47438 0.23080
O -1.33958 0.94750 0.31895
C -0.13431 1.12581 -0.44164
H 2.18774 -1.27232 1.00053
H 0.07022 -0.83095 -1.53832
H -2.07424 -0.91622 -0.33788
H -1.19391 -0.94920 1.21854
H 0.63154 1.67069 0.12139
H -0.32233 1.62592 -1.39863
```

Output
Energy in a.u.: -306.3044
Kohn-Sham gap in eV: 9.56
Multiplicity: 1
Energy above the lowest of the compared OMol25 structures with the same formula, charge and spin in eV: 5.493
Charge: 0

Here are the Mulliken charges for atoms 1 to 4, given in e: O -0.321; C -0.729; C 0.346; C -0.497

[4]
DFT (wB97M-V/def2-TZVPD) results for a molecular structure, C12H19Ag2NO10.

Geometry as XYZ:
```
44
C12H19Ag2NO10, DFT wB97M-V/def2-TZVPD
Ag 10.10019 -36.63205 19.52175
Ag 11.39123 -35.96820 16.95762
C 14.19780 -34.63525 15.21759
O 14.21787 -34.07971 14.08533
O 13.15983 -34.71626 15.98568
O 15.28657 -34.49791 15.90930
C 9.13483 -34.14898 17.57282
O 8.95095 -35.42483 17.76891
O 8.54280 -33.23584 18.23690
O 10.33819 -33.78137 17.25035
C 13.37889 -36.53531 19.25955
O 12.29530 -37.07565 18.82615
O 13.96905 -35.48511 18.80490
O 13.58072 -36.66567 20.53250
C 13.23018 -41.01298 15.68228
C 12.84793 -39.52372 15.85888
C 12.84838 -38.69921 14.52249
C 11.55235 -38.90200 13.70703
C 10.20153 -38.58440 14.41663
C 10.20564 -39.50249 15.74523
N 11.51024 -39.37650 16.44496
O 11.49652 -40.02430 17.68817
C 9.12532 -38.89440 16.67189
C 9.82699 -40.90383 15.29594
C 14.01561 -38.94778 16.77107
H 14.23176 -41.11814 15.25456
H 12.57972 -41.37628 14.88215
H 13.24656 -41.66542 16.55306
H 12.97298 -37.64549 14.77286
H 13.68479 -39.07375 13.92932
H 11.38003 -39.89867 13.28980
H 11.60995 -38.34738 12.76547
H 9.36758 -38.93303 13.80630
H 10.12086 -37.51458 14.60896
H 9.48559 -38.06225 17.26808
H 8.19067 -38.60960 16.18528
H 8.78179 -39.63153 17.40633
H 10.43276 -41.32344 14.49553
H 9.93911 -41.56662 16.15698
H 8.77236 -40.83060 15.02442
H 14.95569 -39.02041 16.22205
H 14.04028 -39.57422 17.66123
H 13.83163 -37.88771 16.95174
H 11.67449 -39.29549 18.30626
```

Output
Energy in a.u.: -1569.1790
Kohn-Sham gap in eV: 1.51
Multiplicity: 1
Energy above the lowest of the compared OMol25 structures with the same formula, charge and spin in eV: 0.000
Charge: -4

Here are the Mulliken charges for atoms 1 to 4, given in e: Ag 0.444; Ag 0.819; C 0.467; O -0.775

[5]
DFT (wB97M-V/def2-TZVPD) results for a molecular structure, C43H69N3O4S3SbSeTi.

Geometry as XYZ:
```
125
C43H69N3O4S3SbSeTi, DFT wB97M-V/def2-TZVPD
Ti -0.25342 0.45159 0.04309
C -6.49754 0.44838 4.32188
C -5.30676 -0.21908 5.02410
C -4.81268 0.69458 6.15458
C -5.79434 -1.52716 5.64804
C -4.18106 -0.44280 4.01668
C -3.59474 0.64547 3.37415
C -2.56640 0.46648 2.47678
Se -1.78682 1.98633 1.59884
C -0.32660 2.33831 2.79722
C -0.52049 3.05061 3.95972
C 0.56361 3.43181 4.74531
C 1.82513 3.13934 4.24256
C 2.06519 2.44968 3.05235
C 0.95250 1.94593 2.34411
O 1.06939 1.15987 1.29733
C 3.52836 2.33712 2.59080
C 4.12764 3.75268 2.50998
C 4.32495 1.51391 3.61470
C 3.71944 1.70199 1.20985
C 0.32839 4.17615 6.05855
C -0.51712 3.30336 6.99684
C 1.63616 4.51451 6.77486
C -0.41867 5.48900 5.78417
C -2.07099 -0.81168 2.12076
O -1.08157 -0.90030 1.24540
C -2.65997 -1.92598 2.76139
C -3.68216 -1.69208 3.68711
C -2.24812 -3.39666 2.57894
C -3.49199 -4.26408 2.32007
C -1.28736 -3.64526 1.41759
C -1.56720 -3.87204 3.87105
H -7.30919 0.63485 5.03212
H -6.21093 1.40164 3.87620
H -6.87614 -0.19244 3.52264
H -5.60474 0.85638 6.89233
H -3.95297 0.24896 6.65916
H -4.50383 1.66806 5.77164
H -6.59366 -1.31577 6.36315
H -6.19084 -2.20767 4.89143
H -4.99077 -2.03929 6.18192
H -3.93332 1.65649 3.57411
H -1.53293 3.31958 4.24208
H 2.69073 3.48028 4.79584
H 4.20226 4.23266 3.48874
H 5.13328 3.70082 2.08336
H 3.51734 4.38196 1.86068
H 4.25934 1.94130 4.61809
H 3.94528 0.49052 3.66177
H 5.38069 1.47461 3.32778
H 3.22532 2.26917 0.41817
H 4.79295 1.67653 0.98959
H 3.32173 0.69214 1.17983
H 0.00626 2.37325 7.22931
H -0.72272 3.83118 7.93383
H -1.47106 3.03970 6.53778
H 2.21163 3.61444 7.00251
H 2.26142 5.17716 6.17316
H 1.41616 5.02320 7.71740
H -1.38809 5.30501 5.31966
H -0.58716 6.03728 6.71672
H 0.15592 6.12146 5.10545
H -4.10680 -2.55745 4.17741
H -4.07485 -3.85898 1.49249
H -3.18267 -5.28041 2.05743
H -4.14163 -4.33664 3.19435
H -1.71354 -3.30672 0.47317
H -0.34690 -3.12249 1.56086
H -1.09089 -4.72159 1.35094
H -2.23695 -3.77680 4.72864
H -1.26658 -4.92140 3.78278
H -0.67681 -3.27502 4.07340
S -0.69639 5.67840 -1.65638
Sb 0.44103 3.77064 -1.00912
S -1.26530 1.77566 -1.71590
S 2.29971 3.38905 -2.41106
C 2.11634 -3.34377 3.30456
C 2.02372 -1.91740 2.78318
O 2.45770 -1.78814 1.44330
C 3.85622 -1.87679 1.27662
C 4.17416 -1.60006 -0.17500
H 1.73468 -3.39231 4.32627
H 1.52088 -4.01913 2.68838
H 3.14701 -3.70373 3.31944
H 2.60678 -1.24421 3.42517
H 0.99168 -1.56189 2.78703
H 4.22177 -2.87240 1.56591
H 4.35318 -1.14173 1.92369
H 3.85520 -2.42939 -0.81071
H 5.24710 -1.45307 -0.31339
H 3.66158 -0.69431 -0.49850
C 2.00707 -3.38419 -3.13305
N 1.33215 -2.50243 -2.20309
C 0.84032 -3.12504 -0.98894
C 1.39268 -1.15700 -2.30322
O 0.97143 -0.41836 -1.40955
N 1.92207 -0.65652 -3.50970
C 1.07963 0.43330 -4.04450
C 3.30982 -0.20248 -3.33675
H 1.37058 -4.24963 -3.33151
H 2.95016 -3.74681 -2.70911
H 2.20457 -2.84729 -4.05471
H 1.66245 -3.46191 -0.35321
H 0.21768 -3.98072 -1.26004
H 0.23619 -2.42071 -0.43054
H 0.03349 0.12763 -4.02780
H 1.39011 0.59899 -5.07833
H 1.18121 1.36275 -3.47813
H 3.92491 -1.02039 -2.95191
H 3.36920 0.67191 -2.67702
H 3.69176 0.08536 -4.31719
N -2.15775 -1.34644 -1.85134
C -3.41592 -1.74732 -1.44223
C -4.19822 -0.87961 -0.66830
C -5.43890 -1.27847 -0.20974
C -5.94671 -2.53901 -0.51571
C -5.17634 -3.40085 -1.28295
C -3.92237 -3.01709 -1.73615
H -1.74563 -1.88718 -2.59676
H -2.02776 -0.33728 -1.99247
H -3.80872 0.10770 -0.44454
H -6.01680 -0.59244 0.39837
H -6.91969 -2.84426 -0.15163
H -5.54882 -4.38924 -1.52809
H -3.32581 -3.69963 -2.33334
```

Output
Energy in a.u.: -6831.0800
Kohn-Sham gap (alpha / beta) in eV: 4.01 / 4.01
Expectation value of S²: 0.755
Multiplicity: 2
Energy above the lowest of the compared OMol25 structures with the same formula, charge and spin in eV: 2.066
Charge: -2

Here are the Mulliken charges for atoms 1 to 4, given in e: Ti -0.050; C -1.750; C 2.187; C -1.725

[6]
DFT (wB97M-V/def2-TZVPD) results for 2 unconnected molecules or ions with the total composition C33H33N2O2.

Geometry as XYZ:
```
70
C33H33N2O2, DFT wB97M-V/def2-TZVPD
C -2.23295 -0.96905 -2.47792
N -2.91973 -1.70865 -1.45908
C -2.27505 -2.27162 -0.37100
C -1.02568 -1.93130 0.11979
N -3.26667 -2.98774 0.27628
C -3.00956 -3.84975 1.39142
C -4.49220 -2.85294 -0.36402
C -4.27129 -2.02566 -1.47138
C -5.32630 -1.54579 -2.25055
C -6.61787 -1.92194 -1.86781
C -6.84035 -2.75793 -0.75353
C -5.77715 -3.24627 0.01365
H -2.95657 -0.67851 -3.24814
H -1.75502 -0.06343 -2.07120
H -1.45322 -1.60301 -2.93385
H -0.69831 -2.39025 1.03647
H -0.37040 -1.35811 -0.50874
H -3.95683 -4.27775 1.73834
H -2.34233 -4.67326 1.08653
H -2.53373 -3.30381 2.21899
H -5.12249 -0.89443 -3.10121
H -7.47987 -1.55706 -2.42747
H -7.86688 -3.01020 -0.48744
H -5.91606 -3.89132 0.88255
C 8.50769 -0.80653 0.40512
O 7.76719 -0.06297 1.39964
C 6.47112 0.26532 1.13771
C 5.73728 0.84274 2.20270
C 4.38257 1.08673 2.05597
C 3.74401 0.95334 0.78984
C 2.30848 1.20183 0.57715
C 1.37901 0.89144 1.59953
C 0.00096 1.08481 1.54542
C -0.90589 0.91707 2.65085
C -2.27158 1.28795 2.47626
C -3.18524 1.11328 3.50554
C -2.77507 0.52095 4.71320
C -1.43335 0.15468 4.90432
C -0.50286 0.33342 3.88236
C 1.87847 1.78158 -0.69710
C 2.68656 2.78977 -1.29192
C 2.26855 3.47366 -2.40708
C 1.09166 3.06679 -3.07573
O 0.79925 3.74791 -4.21733
C -0.31344 3.29828 -5.02643
C 0.32471 1.98897 -2.57363
C 0.70860 1.38340 -1.38459
C 4.55083 0.51273 -0.29415
C 5.84943 0.05782 -0.11514
H 9.50344 -0.91937 0.83574
H 8.05332 -1.79479 0.23448
H 8.56646 -0.25684 -0.54694
H 6.27222 1.05018 3.12973
H 3.81190 1.44601 2.91619
H 1.80710 0.47899 2.52236
H -0.47147 1.49744 0.65501
H -2.58479 1.70432 1.51345
H -4.22382 1.41995 3.36854
H -3.50982 0.31734 5.49349
H -1.10811 -0.29074 5.84657
H 0.53280 0.00779 4.00115
H 3.63648 3.06316 -0.82702
H 2.82423 4.31644 -2.80486
H -0.32059 3.99572 -5.86627
H -0.15587 2.26660 -5.38648
H -1.26245 3.36137 -4.46695
H -0.56000 1.63346 -3.10797
H 0.10548 0.55190 -1.01147
H 4.13386 0.47079 -1.30250
H 6.38718 -0.43489 -0.92937
```

Output
Energy in a.u.: -1536.9995
Kohn-Sham gap in eV: 4.06
Multiplicity: 1
Energy above the lowest of the compared OMol25 structures with the same formula, charge and spin in eV: 1.687
Charge: +1

Here are the Mulliken charges for atoms 1 to 4, given in e: C -1.081; N 0.247; C 0.624; C -1.728

| no. | largest force on an atom (eV/Å) |
| --- | --- |
| 1 | 5.6 |
| 2 | 1.5 |
| 3 | 0.5 |
| 4 | 8.3 |
| 5 | 1.6 |
| 6 | 1.8 |